{"formula": "C27H68BrN7OP", "method": "ωB97M-V/def2-TZVPD", "total_charge": 1, "mol_weight_g_mol": 617.8, "e_tot_ev": -120903.0893, "homo_ev": -9.319, "multiplicity": 1, "lumo_ev": -4.038, "species": ["C", "C", "N", "C", "N", "N", "P", "O", "Br", "H", "H", "H", "H", "H", "H", "H", "H", "C", "C", "N", "C", "C", "C", "C", "H", "H", "H", "H", "H", "H", "H", "H", "H", "H", "H", "H", "H", "H", "H", "C", "C", "N", "C", "C", "C", "C", "H", "H", "H", "H", "H", "H", "H", "H", "H", "H", "H", "H", "H", "H", "H", "C", "C", "N", "C", "C", "C", "C", "H", "H", "H", "H", "H", "H", "H", "H", "H", "H", "H", "H", "H", "H", "H", "C", "C", "N", "C", "C", "C", "C", "H", "H", "H", "H", "H", "H", "H", "H", "H", "H", "H", "H", "H", "H", "H"], "xyz": [[-0.699, 2.512, 0.510], [0.586, 2.786, 0.204], [1.444, 3.322, 1.247], [2.582, 3.924, 0.774], [3.849, 3.334, 0.841], [2.467, 5.084, 0.199], [3.865, 6.046, -0.489], [3.103, 6.557, -1.823], [3.608, 7.797, 0.780], [-1.118, 1.535, 0.304], [-1.333, 3.275, 0.946], [0.985, 2.695, -0.803], [1.675, 2.568, 1.882], [3.888, 2.543, 0.200], [4.044, 2.985, 1.776], [1.532, 5.490, 0.206], [2.936, 5.838, -2.446], [-0.075, 0.943, -3.626], [0.920, -0.168, -3.925], [1.843, -0.415, -2.828], [2.974, -1.255, -3.197], [2.693, -2.699, -3.618], [1.223, -0.711, -1.548], [0.265, -1.903, -1.447], [0.446, 1.854, -3.321], [-0.657, 1.170, -4.520], [-0.783, 0.667, -2.843], [1.518, 0.123, -4.792], [0.363, -1.069, -4.223], [3.684, -1.257, -2.364], [3.493, -0.752, -4.018], [2.429, -3.330, -2.770], [3.591, -3.128, -4.067], [1.896, -2.764, -4.359], [0.681, 0.189, -1.236], [2.021, -0.834, -0.808], [-0.444, -1.926, -2.275], [-0.313, -1.831, -0.523], [0.792, -2.854, -1.421], [-3.899, 5.971, 5.483], [-2.546, 6.006, 4.790], [-2.182, 4.729, 4.195], [-0.796, 4.644, 3.796], [-0.304, 5.570, 2.674], [-3.147, 4.173, 3.262], [-3.540, 5.012, 2.038], [-3.939, 5.156, 6.207], [-4.064, 6.908, 6.014], [-4.721, 5.848, 4.777], [-1.780, 6.247, 5.532], [-2.540, 6.831, 4.061], [-0.587, 3.606, 3.514], [-0.185, 4.835, 4.684], [-0.675, 5.250, 1.699], [0.789, 5.543, 2.640], [-0.599, 6.607, 2.834], [-4.056, 3.941, 3.819], [-2.772, 3.200, 2.927], [-3.755, 6.047, 2.306], [-4.444, 4.598, 1.588], [-2.772, 5.017, 1.263], [6.418, -9.367, -5.096], [5.150, -8.561, -5.332], [4.881, -7.601, -4.274], [3.544, -7.041, -4.325], [3.162, -6.183, -5.537], [5.953, -6.664, -3.988], [6.460, -5.776, -5.132], [6.397, -9.840, -4.113], [6.502, -10.150, -5.850], [7.316, -8.752, -5.165], [4.301, -9.250, -5.367], [5.208, -8.093, -6.327], [3.384, -6.460, -3.412], [2.839, -7.877, -4.265], [3.639, -5.203, -5.508], [2.083, -6.017, -5.542], [3.421, -6.664, -6.481], [6.802, -7.231, -3.600], [5.630, -6.034, -3.155], [6.624, -6.347, -6.047], [7.415, -5.327, -4.851], [5.775, -4.959, -5.360], [-4.011, 1.289, 5.330], [-4.272, 0.268, 4.233], [-5.341, -0.656, 4.555], [-5.407, -1.801, 3.665], [-5.732, -1.553, 2.187], [-6.613, -0.044, 4.906], [-7.264, 0.898, 3.884], [-3.840, 0.797, 6.288], [-3.123, 1.874, 5.082], [-4.841, 1.988, 5.443], [-3.364, -0.324, 4.084], [-4.447, 0.809, 3.286], [-6.131, -2.509, 4.075], [-4.438, -2.309, 3.721], [-6.780, -1.300, 2.033], [-5.533, -2.460, 1.613], [-5.120, -0.755, 1.763], [-6.475, 0.510, 5.837], [-7.310, -0.847, 5.157], [-6.545, 1.609, 3.472], [-8.051, 1.475, 4.371], [-7.724, 0.360, 3.057]], "forces_ev_per_a": [[0.26, 0.06, -0.16], [-1.09, 0.15, 0.34], [0.74, 0.47, -1.15], [-0.30, 0.32, 0.30], [-0.08, 0.18, 0.39], [0.09, -0.06, -0.24], [0.24, -0.42, -0.24], [-0.24, 0.09, 0.41], [-0.15, 0.15, 0.00], [-0.55, 0.49, -1.43], [0.32, -0.55, 1.58], [0.69, -1.16, 0.33], [-0.20, -0.03, 0.06], [0.07, -0.02, -0.02], [0.08, -0.03, -0.02], [-0.01, 0.08, 0.03], [0.13, 0.02, -0.29], [0.00, 0.00, -0.01], [-0.07, -0.01, 0.01], [0.11, 0.10, 0.06], [0.14, -0.03, -0.11], [0.06, -0.05, 0.06], [-0.10, 0.08, 0.20], [0.01, -0.01, 0.03], [0.01, -0.01, 0.01], [0.00, 0.01, 0.00], [0.00, 0.00, 0.00], [0.04, -0.05, 0.01], [-0.01, 0.01, -0.01], [-0.06, 0.01, 0.05], [-0.07, 0.03, -0.03], [-0.06, 0.00, -0.02], [0.00, 0.01, -0.01], [0.00, 0.01, 0.00], [-0.05, -0.03, -0.01], [0.06, -0.03, -0.08], [0.00, 0.01, 0.00], [0.00, 0.01, 0.00], [-0.01, -0.01, -0.08], [0.00, 0.01, 0.02], [-0.07, 0.04, 0.03], [0.04, -0.03, -0.11], [0.17, -0.06, 0.11], [0.06, 0.04, -0.04], [-0.20, -0.06, -0.07], [0.00, -0.08, -0.02], [0.00, -0.02, -0.02], [0.00, 0.00, 0.00], [0.00, 0.00, 0.00], [0.04, -0.02, -0.03], [0.01, 0.00, 0.00], [-0.06, -0.01, -0.02], [-0.05, 0.06, 0.02], [-0.03, 0.10, -0.02], [0.00, 0.05, 0.04], [-0.05, -0.02, 0.02], [0.00, 0.04, 0.02], [0.07, 0.01, 0.05], [0.00, 0.00, 0.01], [0.00, 0.00, 0.00], [0.02, 0.09, 0.02], [-0.01, -0.02, -0.01], [0.07, -0.01, -0.03], [-0.03, 0.05, 0.02], [-0.18, -0.04, 0.03], [-0.06, 0.08, 0.05], [0.15, 0.01, 0.05], [0.01, 0.07, 0.06], [0.01, 0.02, 0.01], [0.00, 0.00, 0.00], [0.00, 0.00, 0.00], [-0.04, 0.04, 0.01], [-0.01, -0.01, 0.00], [0.07, 0.02, 0.00], [0.05, -0.04, -0.04], [0.04, -0.02, -0.06], [0.00, 0.00, 0.01], [0.03, -0.02, 0.01], [-0.02, -0.05, -0.03], [-0.07, 0.00, -0.03], [0.00, -0.01, 0.00], [0.00, -0.01, 0.00], [-0.03, -0.04, -0.06], [0.08, 0.02, -0.03], [-0.01, 0.08, -0.01], [-0.02, -0.03, -0.03], [0.07, -0.15, -0.03], [-0.04, -0.05, 0.00], [-0.08, 0.10, 0.11], [-0.07, -0.03, 0.02], [-0.04, -0.02, 0.00], [-0.01, 0.03, 0.04], [0.00, 0.00, 0.02], [-0.03, -0.05, -0.02], [0.03, 0.00, 0.00], [-0.04, 0.05, 0.02], [0.03, 0.06, 0.01], [0.01, 0.05, 0.00], [0.00, 0.00, 0.00], [0.00, 0.01, 0.01], [0.06, 0.00, -0.01], [0.03, -0.05, -0.06], [0.01, 0.00, 0.01], [0.00, 0.00, 0.00], [0.06, 0.01, -0.04]]}